Entry 1:
A cluster of 3 separate species, C3H8OS in total in a non-equilibrium geometry, computed with ωB97M-V/def2-TZVPD.

## Properties
Net charge: 0
LUMO, Ha: -0.02177
HOMO-LUMO gap, Ha: 0.307
Highest occupied orbital energy, eV: -8.9
2S+1: 1
SMILES: C=C.C=S.O

XYZ file:
```
13
Properties=species:S:1:pos:R:3:forces:R:3
C 1.557 -0.874 -0.392 0.31 2.03 -0.44
C -2.158 -0.838 -1.679 0.13 -0.30 0.35
C -1.525 -1.031 -0.552 0.68 -0.77 1.88
O 1.592 2.782 3.033 -0.26 -0.38 0.40
S 2.074 0.439 0.457 -0.48 -1.85 -0.54
H 1.215 -1.844 -0.003 0.60 0.41 0.14
H 1.428 -0.701 -1.491 0.17 -0.60 0.90
H -3.149 -0.576 -1.784 -2.19 0.61 0.33
H 2.204 3.430 2.682 -0.20 0.10 -0.37
H -1.744 -1.042 -2.622 1.16 -0.04 -1.01
H -0.495 -1.328 -0.593 -0.01 -0.13 -0.23
H -1.857 -1.065 0.520 -0.36 0.61 -1.40
H 0.855 2.647 2.423 0.45 0.32 -0.02
```
Forces are in eV/Å.

Entry 2:
The molecule C3H8OS in a non-equilibrium geometry, computed with ωB97M-V/def2-TZVPD.

## Properties
Net charge: 0
⟨S²⟩: 2.0306
LUMO (spin up / spin down), Ha: 0.00877 / -0.03753
HOMO-LUMO gap (spin up / spin down), Ha: 0.264 / 0.249
Highest occupied orbital energy (spin up / spin down), eV: -7.0 / -7.8
2S+1: 3

XYZ file:
```
13
Properties=species:S:1:pos:R:3:forces:R:3
C -0.644 0.789 -0.155 -0.26 -0.28 -0.20
C -0.606 1.268 -1.595 -0.30 -2.35 -1.42
C 0.206 -1.130 1.823 -3.35 -0.18 -2.18
O 2.417 -0.628 -0.487 0.94 -0.50 -0.39
S 0.518 -0.439 0.159 -0.79 -1.87 -0.70
H -0.126 1.524 0.429 -0.23 1.09 0.95
H -1.266 2.130 -1.707 0.28 0.00 -0.02
H 0.458 1.485 -1.883 -1.13 0.05 -0.31
H -1.059 0.405 -2.304 1.16 1.97 1.37
H 0.162 -2.180 1.622 0.67 -0.68 0.64
H 0.711 -0.737 2.621 2.40 0.61 1.41
H -0.820 -0.859 2.088 -0.25 -0.02 -0.42
H 0.049 -1.628 -0.611 0.83 2.14 1.27
```
Forces are in eV/Å.

Entry 3:
The molecule C3H8OS2 in a non-equilibrium geometry, computed with ωB97M-V/def2-TZVPD.

## Properties
Net charge: 0
LUMO, Ha: 0.02102
HOMO-LUMO gap, Ha: 0.331
Highest occupied orbital energy, eV: -8.4
2S+1: 1
SMILES: OCCCSS

XYZ file:
```
14
Properties=species:S:1:pos:R:3:forces:R:3
C -0.758 0.073 -1.027 -1.44 -0.11 -0.06
C -1.052 -0.548 -2.488 3.17 -1.41 3.80
O -1.181 0.398 -3.410 -0.77 2.81 -2.38
C 0.660 0.119 -0.473 -1.84 -4.09 -2.35
S 0.910 0.622 1.154 1.68 3.58 0.56
S 0.373 -0.654 2.531 -0.22 -3.03 1.39
H -1.413 -0.342 -0.259 0.00 -0.64 -0.15
H -1.112 1.092 -1.019 -0.29 0.75 -0.39
H -0.121 -1.116 -2.785 -0.99 -0.01 0.42
H -1.876 -1.227 -2.383 -0.66 -0.38 -0.21
H -1.471 1.234 -3.018 -0.05 -0.35 -0.20
H 1.140 0.836 -1.090 1.29 0.53 -0.19
H 0.998 -0.956 -0.705 0.48 1.63 0.56
H -0.329 -0.057 3.520 -0.37 0.72 -0.81
```
Forces are in eV/Å.

Entry 4:
A cluster of 2 separate species, C3H8OS2 in total in a non-equilibrium geometry, computed with ωB97M-V/def2-TZVPD.

## Properties
Net charge: 0
LUMO, Ha: 0.02008
HOMO-LUMO gap, Ha: 0.321
Highest occupied orbital energy, eV: -8.2
2S+1: 1
SMILES: C1CSSC1.O

XYZ file:
```
14
Properties=species:S:1:pos:R:3:forces:R:3
S 0.026 1.889 2.391 -0.73 1.33 0.54
S 1.798 2.049 1.437 0.61 0.47 0.31
C -0.054 0.164 2.128 -0.64 -1.73 -0.24
C 1.279 0.987 0.106 0.28 -0.34 -0.70
C 0.413 -0.188 0.683 0.89 -0.09 -0.07
H -1.103 -0.158 2.275 0.46 0.18 0.03
H 0.569 -0.371 2.870 -0.25 0.27 -0.42
H 2.269 0.695 -0.295 -0.67 -0.36 -0.15
H 0.758 1.570 -0.677 0.08 -0.38 0.49
H -0.385 -0.430 -0.046 0.18 0.23 0.67
H 1.031 -1.096 0.820 -0.20 0.42 -0.45
O -2.559 -1.546 -3.981 1.12 -0.48 0.28
H -2.355 -2.282 -3.361 -0.19 0.79 -0.69
H -1.686 -1.282 -4.350 -0.93 -0.32 0.41
```
Forces are in eV/Å.